The following is a quantum chemistry calculation of C48H61O6Pd as an isolated structure, from the Open Molecules 2025 dataset.

Calculated values
Total charge: -1
E_tot: -2445.00505 a.u.
Spin multiplicity: 3
E_HOMO (alpha / beta): -4.033 / -4.026 eV
Gap between HOMO and LUMO (alpha / beta): 6.61 / 5.85 eV
Lowest unoccupied orbital energy (alpha / beta): 2.576 / 1.824 eV
Expectation value of S²: 2.03

Each line ends with the Mulliken spin population.
Atoms and positions in Å:
Pd 1.03 1.50 0.00  1.166
C 3.14 1.45 -2.88  -0.001
O 1.84 1.16 -2.38  0.028
C 1.28 -0.10 -2.51  0.059
C 1.89 -1.24 -2.01  0.011
C 3.25 -1.21 -1.34  -0.006
C 3.40 -0.54 0.01  0.155
C 4.68 -0.18 0.42  -0.064
C 4.93 0.36 1.67  0.095
C 3.86 0.50 2.56  -0.091
C 2.56 0.20 2.21  0.194
C 1.45 0.54 3.19  -0.044
C 0.07 -0.02 2.92  0.006
C -0.22 -1.34 3.18  0.002
C -1.42 -1.92 2.81  0.000
C -2.35 -1.10 2.18  -0.002
C -2.13 0.25 1.91  -0.021
C -3.25 0.97 1.17  0.003
C -3.13 1.33 -0.31  0.006
C -4.27 1.81 -0.93  -0.004
C -4.34 2.10 -2.30  0.011
C -3.19 1.86 -3.04  -0.002
C -2.01 1.40 -2.46  -0.015
C -0.79 1.15 -3.33  0.024
C -0.05 -0.12 -2.96  -0.018
C -0.72 -1.32 -2.94  0.000
C -0.15 -2.49 -2.45  0.002
C 1.16 -2.43 -2.01  0.007
C -1.02 -3.73 -2.28  0.001
C -2.20 -3.38 -1.36  0.000
C -0.26 -4.89 -1.65  0.000
C -1.56 -4.18 -3.65  0.000
C -1.94 1.17 -1.07  -0.072
O -0.86 0.75 -0.51  -0.009
C -5.64 2.62 -2.90  -0.001
C -6.02 3.95 -2.25  0.001
C -6.77 1.61 -2.66  0.001
C -5.53 2.85 -4.41  0.000
C -0.91 0.79 2.32  0.053
O -0.47 2.07 2.05  -0.010
C -1.34 3.17 1.91  0.022
C -1.64 -3.41 3.02  -0.001
C -1.56 -3.74 4.52  0.000
C -0.55 -4.19 2.27  0.002
C -3.00 -3.89 2.50  0.000
C 2.31 -0.34 0.90  -0.067
O 1.11 -0.67 0.54  0.365
C 6.31 0.88 2.08  0.026
C 6.21 2.39 2.32  0.010
C 7.37 0.64 1.00  0.005
C 6.78 0.19 3.37  0.013
H 3.40 0.75 -3.69  0.001
H 3.88 1.42 -2.08  -0.003
H 3.10 2.46 -3.28  0.001
H 3.98 -0.75 -2.01  0.004
H 3.58 -2.25 -1.25  0.002
H 5.49 -0.32 -0.29  -0.002
H 4.03 0.93 3.54  0.001
H 1.38 1.63 3.22  0.031
H 1.78 0.23 4.18  0.006
H 0.56 -1.94 3.63  -0.004
H -3.29 -1.51 1.85  0.000
H -3.57 1.86 1.72  0.001
H -4.11 0.29 1.23  0.001
H -5.16 1.94 -0.32  -0.001
H -3.18 2.03 -4.11  0.000
H -0.10 2.00 -3.29  -0.001
H -1.13 1.07 -4.37  0.001
H -1.77 -1.31 -3.24  0.000
H 1.64 -3.29 -1.57  -0.003
H -1.83 -3.02 -0.39  0.000
H -2.83 -4.25 -1.19  0.000
H -2.82 -2.59 -1.77  0.000
H 0.12 -4.63 -0.66  0.000
H 0.59 -5.20 -2.27  0.000
H -0.92 -5.76 -1.55  0.000
H -2.17 -3.40 -4.11  0.000
H -2.19 -5.07 -3.53  0.000
H -0.75 -4.42 -4.33  0.000
H -6.15 3.84 -1.17  0.000
H -6.95 4.34 -2.66  0.000
H -5.23 4.69 -2.41  0.000
H -6.93 1.44 -1.60  0.000
H -6.53 0.65 -3.12  0.000
H -7.71 1.96 -3.09  0.000
H -4.76 3.58 -4.65  0.000
H -6.48 3.21 -4.80  0.000
H -5.28 1.92 -4.94  0.000
H -2.04 3.21 2.75  0.001
H -1.89 3.14 0.97  -0.011
H -0.69 4.04 1.92  0.006
H -0.58 -3.47 4.93  0.000
H -1.71 -4.81 4.69  0.000
H -2.32 -3.19 5.08  0.000
H 0.44 -3.93 2.64  0.001
H -0.58 -3.96 1.21  -0.001
H -0.69 -5.27 2.40  0.000
H -3.82 -3.38 3.01  0.000
H -3.10 -4.96 2.68  0.000
H -3.10 -3.71 1.43  0.000
H 5.83 2.89 1.42  -0.001
H 7.19 2.81 2.56  0.001
H 5.52 2.62 3.13  -0.001
H 7.12 1.17 0.08  0.000
H 7.48 -0.42 0.77  -0.001
H 8.33 1.01 1.36  0.000
H 6.08 0.35 4.19  -0.001
H 7.75 0.58 3.68  0.001
H 6.87 -0.89 3.22  -0.001
C 3.01 4.93 1.53  0.013
O 2.06 3.91 1.25  -0.024
C 2.47 2.95 0.33  0.127
O 3.59 3.06 -0.14  0.013
H 2.49 5.66 2.16  0.002
H 3.37 5.40 0.62  0.000
H 3.87 4.53 2.07  0.000